Entry 1:
CH4N2OS | the ωB97M-V functional and the def2-TZVPD basis

Output
**Lowest unoccupied orbital energy**: 0.43 eV
**Energy**: -623.383392 hartree
**SMILES**: NC(=S)NO
**ΔE to the lowest compared entry with this formula, charge and spin**: 199.03 kJ/mol
**Kohn-Sham gap**: 8.853 eV
**Highest occupied orbital energy**: -8.42 eV

CARTESIAN COORDINATES (ANGSTROEM)
N (-0.0309, -1.4697, 0.1410)
C (0.1680, -0.1852, -0.0660)
S (1.3083, 0.4441, -0.9648)
N (-0.5918, 0.7034, 0.6384)
O (-1.8203, 0.1365, 0.9889)
H (0.5382, -2.0215, -0.5104)
H (-0.8673, -1.7754, 0.6597)
H (-0.6911, 1.6392, 0.3173)
H (-1.9983, 0.4355, 1.9990)



Entry 2:
C2H4N2O3 | the ωB97M-V functional and the def2-TZVPD basis

Output
**Lowest unoccupied orbital energy**: -0.48 eV
**Energy**: -413.667784 hartree
**ΔE to the lowest compared entry with this formula, charge and spin**: 587.88 kJ/mol
**Kohn-Sham gap**: 9.332 eV
**Highest occupied orbital energy**: -9.81 eV

CARTESIAN COORDINATES (ANGSTROEM)
C (0.9247, -0.3474, 0.9006)
C (-0.9215, 0.4897, -0.3726)
O (1.8341, -0.0051, -0.7123)
O (-1.8306, -0.4844, -0.1680)
N (1.0560, 0.0856, -1.6911)
N (-0.1307, 0.1357, -1.7146)
O (-1.0650, 1.6417, -0.0764)
H (-2.6331, -0.0816, 0.2008)
H (0.2032, 0.1369, 1.5490)
H (0.6879, -1.3854, 0.6940)
H (1.8750, -0.1857, 1.3907)



Entry 3:
C39H33AsBBrHfN4O7S | the ωB97M-V functional and the def2-TZVPD basis

Output
**Lowest unoccupied orbital energy (alpha / beta)**: 2.10 / 2.10 eV
**Energy**: -7532.843272 hartree
**⟨S²⟩**: 0.764
**ΔE to the lowest compared entry with this formula, charge and spin**: 0.00 kJ/mol
**Kohn-Sham gap (alpha / beta)**: 4.636 / 7.586 eV
**Highest occupied orbital energy (alpha / beta)**: -2.54 / -5.49 eV
**2S+1**: 2
**Net charge**: -1

CARTESIAN COORDINATES (ANGSTROEM)
Hf (0.6116, -0.3793, 1.2542)
O (-2.6786, 1.8537, 2.2790)
C (-1.7653, 1.0503, 2.4664)
N (-0.3930, 1.3255, 2.0770)
C (0.2009, 2.5080, 2.3179)
O (-0.1946, 3.4847, 2.9332)
C (1.6041, 2.5664, 1.6996)
C (2.4899, 3.5516, 2.0950)
C (3.7243, 3.5999, 1.4652)
C (4.0208, 2.6768, 0.4710)
C (3.0862, 1.6994, 0.1691)
N (1.8993, 1.6484, 0.7783)
C (-1.9040, -0.2807, 2.9508)
C (-3.1789, -0.7802, 3.3376)
C (-3.2854, -2.0465, 3.8106)
C (-2.1064, -2.8542, 3.9067)
C (-0.9281, -2.3509, 3.4462)
N (-0.7757, -1.1012, 2.9462)
H (2.1772, 4.2406, 2.8652)
H (4.4541, 4.3473, 1.7515)
H (4.9750, 2.6705, -0.0370)
H (3.2775, 0.9248, -0.5601)
H (-4.0249, -0.1152, 3.2426)
H (-4.2448, -2.4465, 4.1145)
H (-2.1411, -3.8609, 4.2972)
H (-0.0339, -2.9606, 3.4532)
O (1.8515, -0.8901, -0.4440)
N (1.6247, -2.0556, -1.0698)
C (1.4343, -2.0006, -2.4042)
C (1.2281, -3.1353, -3.1309)
C (1.2235, -4.3603, -2.4403)
C (1.3968, -4.3869, -1.0874)
C (1.5746, -3.2009, -0.3316)
S (1.6687, -3.1002, 1.3519)
H (1.4650, -1.0005, -2.8109)
H (1.0687, -3.0682, -4.1956)
H (1.0616, -5.2846, -2.9795)
H (1.3625, -5.3107, -0.5292)
C (0.7670, 2.2509, -2.5403)
As (-0.4284, 1.3611, -1.2835)
C (-1.2721, 2.9610, -0.5699)
C (-1.7747, 0.7097, -2.5728)
C (-2.5700, 1.7607, -3.2772)
C (-2.1868, 2.2540, -4.5213)
C (-2.9190, 3.2517, -5.1522)
C (-4.0545, 3.7690, -4.5486)
C (-4.4526, 3.2784, -3.3108)
C (-3.7173, 2.2870, -2.6829)
H (0.1848, 2.9472, -3.1462)
H (1.2686, 1.5317, -3.1893)
H (1.5267, 2.8023, -1.9875)
H (-1.6805, 3.5645, -1.3810)
H (-0.5078, 3.5390, -0.0489)
H (-2.0382, 2.6980, 0.1594)
H (-2.4156, 0.0377, -2.0093)
H (-1.2103, 0.1050, -3.2899)
H (-1.3034, 1.8499, -5.0024)
H (-2.6028, 3.6210, -6.1196)
H (-4.6283, 4.5451, -5.0378)
H (-5.3366, 3.6734, -2.8276)
H (-4.0256, 1.9192, -1.7113)
Br (8.3858, 0.5062, 0.2012)
C (6.7914, 0.2671, 1.2089)
C (5.8143, -0.5884, 0.7335)
C (4.6377, -0.7313, 1.4573)
C (4.4542, -0.0428, 2.6475)
C (5.4691, 0.7778, 3.1276)
C (6.6380, 0.9531, 2.4044)
C (3.1674, -0.1369, 3.4354)
O (3.1750, 0.1256, 4.6236)
O (2.1076, -0.3787, 2.7338)
H (5.9619, -1.1262, -0.1934)
H (3.8486, -1.3756, 1.0940)
H (5.3159, 1.2868, 4.0695)
H (7.4219, 1.6075, 2.7597)
O (-2.5029, -0.9769, -0.0059)
B (-1.2325, -1.5692, 0.2582)
O (-1.4177, -2.9825, 0.1413)
C (-2.7383, -3.2012, -0.1088)
C (-3.4039, -4.3960, -0.2586)
C (-4.7793, -4.3246, -0.4981)
C (-5.4379, -3.1030, -0.5843)
C (-4.7487, -1.8972, -0.4299)
C (-3.3974, -1.9876, -0.1922)
H (-2.8839, -5.3400, -0.1783)
H (-5.3455, -5.2397, -0.6137)
H (-6.5047, -3.0835, -0.7645)
H (-5.2450, -0.9380, -0.4769)



Entry 4:
C7H28BCsN6O5 | the ωB97M-V functional and the def2-TZVPD basis

Output
**Lowest unoccupied orbital energy**: -1.09 eV
**Energy**: -1033.156277 hartree
**ΔE to the lowest compared entry with this formula, charge and spin**: 44.65 kJ/mol
**Kohn-Sham gap**: 7.536 eV
**Highest occupied orbital energy**: -8.63 eV

CARTESIAN COORDINATES (ANGSTROEM)
Cs (-4.4595, -0.0685, -0.0520)
B (-0.9697, 0.3021, 0.1383)
H (-1.6773, 0.9005, -0.4143)
H (-0.0969, 0.8438, 0.4685)
H (-1.4794, 0.0213, 1.0470)
H (-0.6789, -0.5364, -0.4752)
C (-2.4739, 0.5996, -3.7583)
O (-3.0747, -0.4430, -3.4999)
N (-1.6613, 1.2496, -2.9753)
N (-2.5834, 1.2151, -4.8464)
H (-1.2233, 2.0983, -3.3040)
H (-1.3471, 0.7644, -2.1470)
H (-3.1996, 0.7659, -5.5087)
H (-2.4888, 2.2202, -4.8751)
C (1.4687, 3.8746, 0.6418)
O (2.1960, 3.1827, -0.1268)
N (1.6767, 5.1871, 0.8934)
N (0.2855, 3.4738, 1.1202)
H (2.5029, 5.5785, 0.4641)
H (1.2267, 5.6273, 1.6833)
H (-0.3230, 4.1757, 1.5166)
H (-0.0007, 2.5174, 0.9672)
C (1.1015, 0.5721, 3.7514)
O (1.9676, 0.5059, 2.9561)
N (-0.1501, 0.7066, 3.3395)
N (1.3111, 0.4654, 5.0425)
H (-0.8309, 0.6050, 4.0787)
H (-0.4457, 0.6040, 2.3792)
H (0.5075, 0.4156, 5.6524)
H (2.2987, 0.4133, 5.2474)
C (0.7215, -2.9934, -2.4170)
C (0.6083, -1.7789, -3.3344)
O (1.1429, -0.7245, -2.5590)
H (0.5864, -3.9653, -2.8917)
H (0.0662, -2.8586, -1.5566)
H (1.6677, -3.2203, -1.9257)
H (-0.4249, -1.6784, -3.6668)
H (1.2377, -1.9122, -4.2143)
H (0.3053, -0.4060, -2.2146)
C (1.2192, -3.5689, 2.3887)
C (0.2660, -3.1897, 1.2973)
O (0.9663, -2.0797, 0.7488)
H (1.4147, -2.8487, 3.1832)
H (2.1713, -3.8757, 1.9558)
H (0.8715, -4.4226, 2.9705)
H (-0.6747, -2.9658, 1.8004)
H (0.1000, -3.9741, 0.5588)
H (0.3757, -1.3754, 0.4718)



Which formula does entry 4 have?
C7H28BCsN6O5



Which value of energy does entry 1 give?
-623.383392 hartree



Which of these has the highest ΔE to the lowest compared entry with this formula, charge and spin?
C2H4N2O3



energy of number 4 (C7H28BCsN6O5)?
-1033.156277 hartree